No. 1
{
  "formula": "C41H60BCsN7O2PSe2Si3",
  "method": "wB97M-V/def2-TZVPD",
  "elements": ["Cs", "C", "C", "C", "C", "C", "N", "N", "B", "N", "N", "C", "C", "C", "C", "C", "N", "N", "C", "C", "C", "C", "C", "H", "H", "H", "H", "H", "H", "H", "H", "H", "H", "H", "H", "H", "H", "H", "H", "H", "H", "H", "H", "H", "H", "C", "Si", "C", "C", "C", "Si", "C", "C", "C", "Si", "C", "C", "C", "C", "C", "C", "C", "N", "H", "H", "H", "H", "H", "H", "H", "H", "H", "H", "H", "H", "H", "H", "H", "H", "H", "H", "H", "H", "H", "H", "H", "H", "H", "H", "H", "H", "Se", "P", "Se", "C", "C", "C", "C", "C", "C", "C", "C", "C", "C", "C", "C", "H", "H", "H", "H", "H", "H", "H", "H", "H", "H", "O", "O"],
  "positions_angstrom": [[-0.789, 0.634, 0.202], [-3.318, 2.314, 1.884], [-4.082, 1.083, 1.464], [-5.462, 0.799, 1.597], [-5.614, -0.460, 1.051], [-6.852, -1.284, 0.902], [-4.397, -0.874, 0.636], [-3.463, 0.075, 0.884], [-4.014, -2.193, -0.066], [-3.656, -1.898, -1.565], [-3.425, -0.636, -2.004], [-3.294, -0.711, -3.318], [-3.085, 0.532, -4.125], [-3.410, -2.048, -3.753], [-3.643, -2.767, -2.598], [-3.825, -4.236, -2.414], [-2.856, -2.912, 0.691], [-1.776, -2.193, 1.095], [-1.050, -2.988, 1.863], [0.208, -2.499, 2.519], [-1.647, -4.264, 1.948], [-2.807, -4.165, 1.207], [-3.857, -5.210, 1.000], [-3.993, 3.032, 2.350], [-2.533, 2.070, 2.605], [-2.832, 2.801, 1.033], [-6.234, 1.419, 2.027], [-7.704, -0.723, 1.288], [-7.049, -1.535, -0.142], [-6.783, -2.225, 1.451], [-4.969, -2.938, -0.045], [-2.746, 1.342, -3.481], [-2.338, 0.381, -4.907], [-4.013, 0.853, -4.606], [-3.327, -2.437, -4.756], [-4.054, -4.703, -3.373], [-2.919, -4.702, -2.016], [-4.636, -4.453, -1.719], [0.141, -1.438, 2.765], [0.373, -3.055, 3.443], [1.093, -2.630, 1.891], [-1.307, -5.122, 2.508], [-3.741, -5.984, 1.760], [-4.862, -4.798, 1.078], [-3.776, -5.690, 0.023], [3.653, 1.614, -0.159], [3.992, 0.651, -1.703], [5.481, 1.361, -2.616], [4.463, -1.092, -1.242], [2.598, 0.718, -2.944], [1.857, 2.350, -3.442], [2.429, 3.782, -2.398], [2.413, 2.660, -5.214], [-0.004, 2.292, -3.356], [2.133, -0.775, -3.916], [0.532, -0.644, -4.866], [3.520, -1.129, -5.124], [1.890, -2.288, -2.829], [2.560, -3.499, -2.981], [2.256, -4.553, -2.131], [1.285, -4.371, -1.164], [0.651, -3.137, -1.080], [0.946, -2.116, -1.881], [3.573, 0.917, 0.681], [2.727, 2.191, -0.177], [4.479, 2.303, 0.049], [6.349, 1.351, -1.948], [5.308, 2.392, -2.932], [5.723, 0.770, -3.505], [5.302, -1.043, -0.540], [4.758, -1.699, -2.103], [3.649, -1.599, -0.718], [3.501, 3.774, -2.190], [1.893, 3.772, -1.443], [2.189, 4.718, -2.915], [3.504, 2.724, -5.278], [1.993, 3.609, -5.564], [2.082, 1.871, -5.894], [-0.360, 1.267, -3.237], [-0.479, 2.713, -4.246], [-0.323, 2.850, -2.470], [0.413, 0.307, -5.390], [-0.317, -0.768, -4.189], [0.497, -1.454, -5.602], [3.669, -0.267, -5.780], [3.277, -1.997, -5.746], [4.466, -1.320, -4.610], [3.323, -3.607, -3.743], [2.775, -5.501, -2.220], [1.013, -5.160, -0.474], [-0.123, -2.960, -0.343], [3.802, -1.513, 2.925], [3.177, 0.310, 3.880], [1.319, 1.245, 3.384], [3.265, 0.003, 5.699], [2.106, -0.127, 6.454], [2.178, -0.434, 7.809], [3.410, -0.598, 8.425], [4.575, -0.459, 7.677], [4.500, -0.167, 6.324], [4.515, 1.569, 3.714], [4.383, 2.796, 4.366], [5.370, 3.762, 4.256], [6.498, 3.522, 3.474], [6.627, 2.312, 2.812], [5.640, 1.337, 2.937], [1.152, 0.028, 5.963], [1.266, -0.540, 8.384], [3.466, -0.833, 9.482], [5.543, -0.584, 8.150], [5.407, -0.080, 5.737], [3.487, 2.991, 4.944], [5.256, 4.710, 4.768], [7.263, 4.283, 3.375], [7.496, 2.122, 2.192], [5.728, 0.381, 2.432], [0.567, 2.750, 0.269], [-0.547, 3.096, -0.350]],
  "lowdin_charge": [1.096, -0.059, -0.365, -0.007, -0.297, -0.048, 0.009, -0.054, -0.492, 0.024, 0.118, -0.370, -0.049, -0.013, -0.301, -0.034, 0.025, 0.033, -0.380, -0.064, -0.011, -0.294, -0.044, 0.066, 0.073, 0.051, 0.089, 0.067, 0.076, 0.070, 0.102, 0.064, 0.058, 0.067, 0.092, 0.072, 0.079, 0.059, 0.014, 0.075, 0.030, 0.094, 0.071, 0.063, 0.058, -0.146, 0.401, -0.179, -0.178, -0.277, 0.401, -0.171, -0.186, -0.168, 0.464, -0.170, -0.176, -0.327, -0.091, -0.084, -0.055, -0.117, 0.088, 0.010, 0.004, 0.043, 0.027, 0.015, 0.019, 0.033, 0.020, 0.028, 0.020, 0.018, 0.033, 0.025, 0.025, 0.011, 0.005, 0.041, 0.011, 0.020, 0.021, 0.037, 0.025, 0.027, 0.022, 0.092, 0.097, 0.101, 0.079, 0.170, 0.020, 0.224, -0.402, -0.112, -0.100, -0.120, -0.105, -0.104, -0.412, -0.104, -0.097, -0.114, -0.100, -0.134, 0.056, 0.092, 0.086, 0.090, 0.102, 0.093, 0.092, 0.088, 0.093, 0.037, -0.614, -0.581],
  "e_homo_ev": [-1.7, -2.2],
  "total_charge": -2,
  "homo_lumo_gap_ev": [5.318, 5.660],
  "e_above_lowest_kj_mol": 51.2
}



No. 2
{
  "formula": "C41H60BFN12O7PS2",
  "method": "wB97M-V/def2-TZVPD",
  "elements": ["C", "C", "C", "N", "C", "N", "P", "N", "N", "C", "C", "C", "O", "N", "C", "O", "C", "C", "S", "S", "O", "O", "F", "C", "O", "O", "C", "C", "C", "C", "C", "N", "B", "N", "O", "H", "H", "H", "H", "H", "H", "H", "H", "H", "H", "H", "H", "H", "H", "H", "H", "H", "H", "H", "H", "H", "H", "H", "H", "H", "H", "H", "H", "H", "H", "H", "H", "H", "H", "H", "N", "C", "C", "C", "C", "C", "H", "H", "H", "H", "H", "N", "C", "C", "C", "C", "C", "H", "H", "H", "H", "H", "N", "C", "C", "C", "C", "C", "H", "H", "H", "H", "H", "N", "C", "C", "C", "C", "C", "H", "H", "H", "H", "H", "N", "C", "C", "C", "C", "C", "H", "H", "H", "H", "H"],
  "positions_angstrom": [[3.812, -2.266, 4.067], [2.514, -2.168, 3.332], [1.044, -2.418, 4.091], [-0.092, -1.667, 3.504], [-0.636, -0.541, 4.325], [0.011, 0.687, 4.512], [-0.723, 2.039, 5.472], [-1.596, 3.063, 4.527], [1.246, 0.955, 3.944], [2.386, 0.876, 4.933], [1.237, 2.242, 3.150], [0.640, 2.251, 1.588], [1.649, 3.447, 3.600], [-2.000, -0.694, 4.951], [-2.002, -1.554, 6.178], [-0.678, -1.328, 6.850], [-0.424, -2.563, 7.610], [-3.094, -0.986, 3.962], [-3.757, 0.739, 3.456], [-4.599, -1.873, 4.651], [-4.362, -3.385, 4.970], [-5.172, -1.159, 5.939], [-5.971, -1.861, 3.561], [-2.544, -1.628, 2.517], [-2.361, -0.516, 1.577], [-3.503, -2.658, 2.115], [-3.944, -2.554, 0.726], [-5.211, -1.489, 0.490], [-6.607, -2.223, 0.044], [-7.128, -3.407, 1.050], [-1.088, -2.434, 2.709], [-1.468, -3.807, 3.203], [-0.369, -2.694, 1.213], [-0.360, -4.027, 0.489], [0.299, -1.547, 0.504], [4.660, -1.481, 3.769], [4.063, -3.109, 4.873], [2.533, -1.949, 2.159], [1.221, -2.004, 5.197], [0.946, -3.575, 4.197], [-1.661, 1.549, 6.487], [0.318, 2.852, 6.076], [-2.583, 3.095, 4.867], [2.053, 0.165, 5.802], [3.327, 0.470, 4.324], [2.706, 1.894, 5.411], [0.822, 1.237, 1.028], [1.083, 3.155, 0.967], [-0.527, 2.477, 1.693], [-2.069, -2.708, 6.008], [-2.800, -1.240, 7.008], [0.425, -2.372, 8.404], [-1.460, -2.871, 8.099], [-0.136, -3.437, 6.875], [-3.927, 1.368, 4.731], [-1.536, 0.021, 1.755], [-4.413, -3.617, 0.446], [-3.076, -2.400, -0.066], [-5.319, -0.713, 1.371], [-4.869, -0.840, -0.452], [-7.466, -1.395, 0.027], [-6.584, -2.676, -1.050], [-8.162, -3.162, 1.584], [-6.282, -3.720, 1.818], [-7.340, -4.387, 0.401], [-1.926, -3.806, 4.138], [-0.701, -4.509, 3.120], [0.464, -4.567, 0.835], [-1.254, -4.546, 0.627], [-0.098, -1.510, -0.417], [-3.507, 3.624, -1.558], [-3.288, 2.616, -0.685], [-3.070, 1.301, -1.065], [-3.081, 0.998, -2.423], [-3.306, 2.014, -3.346], [-3.510, 3.299, -2.869], [-3.292, 2.902, 0.362], [-2.897, 0.532, -0.321], [-2.916, -0.022, -2.759], [-3.322, 1.810, -4.410], [-3.686, 4.127, -3.550], [3.024, 1.092, -0.967], [3.719, 0.788, 0.151], [5.020, 1.204, 0.387], [5.650, 1.976, -0.583], [4.961, 2.304, -1.746], [3.661, 1.844, -1.890], [3.186, 0.181, 0.877], [5.529, 0.932, 1.304], [6.669, 2.320, -0.435], [5.424, 2.904, -2.522], [3.080, 2.077, -2.778], [1.603, 2.997, -4.426], [1.981, 4.167, -4.985], [1.438, 4.672, -6.156], [0.451, 3.931, -6.797], [0.042, 2.720, -6.246], [0.642, 2.301, -5.069], [2.756, 4.707, -4.450], [1.777, 5.619, -6.559], [0.003, 4.293, -7.718], [-0.724, 2.119, -6.721], [0.355, 1.365, -4.598], [-1.016, 1.448, -9.433], [-1.911, 1.857, -10.358], [-1.569, 2.555, -11.505], [-0.228, 2.856, -11.718], [0.718, 2.449, -10.782], [0.279, 1.753, -9.667], [-2.945, 1.602, -10.146], [-2.330, 2.857, -12.216], [0.078, 3.402, -12.605], [1.770, 2.668, -10.918], [0.979, 1.411, -8.910], [7.098, -2.909, -0.913], [8.272, -3.121, -1.546], [8.947, -2.146, -2.264], [8.382, -0.878, -2.343], [7.172, -0.630, -1.703], [6.575, -1.667, -1.006], [8.671, -4.127, -1.458], [9.889, -2.371, -2.751], [8.881, -0.088, -2.898], [6.706, 0.348, -1.746], [5.632, -1.523, -0.486]],
  "lowdin_charge": [-0.031, -0.114, -0.140, 0.018, -0.055, -0.118, 0.837, -0.288, -0.139, -0.059, -0.266, -0.010, -0.020, -0.076, -0.176, -0.266, -0.095, -0.564, 0.828, 0.909, -0.325, -0.339, -0.220, -0.342, -0.111, -0.139, -0.142, -0.159, -0.250, -0.153, -0.253, 0.094, -0.369, 0.131, 0.014, 0.077, 0.090, 0.112, 0.128, 0.138, 0.041, 0.055, -0.044, 0.108, 0.104, 0.105, 0.067, 0.117, 0.091, 0.122, 0.176, 0.126, 0.123, 0.106, -0.056, 0.112, 0.151, 0.141, 0.097, 0.107, 0.121, 0.116, 0.091, 0.068, 0.085, 0.080, 0.093, 0.096, 0.085, 0.125, 0.063, -0.147, -0.089, -0.080, -0.073, -0.141, 0.097, 0.064, 0.104, 0.103, 0.106, 0.066, -0.173, -0.090, -0.110, -0.070, -0.127, 0.078, 0.104, 0.116, 0.109, 0.072, 0.043, -0.147, -0.071, -0.076, -0.083, -0.145, 0.102, 0.104, 0.107, 0.089, 0.101, 0.050, -0.149, -0.075, -0.076, -0.074, -0.167, 0.102, 0.103, 0.107, 0.103, 0.101, 0.050, -0.151, -0.075, -0.070, -0.069, -0.147, 0.102, 0.103, 0.107, 0.064, 0.090],
  "e_homo_ev": -11.0,
  "total_charge": 1,
  "homo_lumo_gap_ev": 6.040
}